Record 1
This record from the Open Molecules 2025 dataset describes a structure of composition C13H19BrHfSi at a distorted geometry. The level of theory is wB97M-V/def2-TZVPD.

- E_LUMO (alpha / beta) (Ha) = -0.083 / -0.082
- energy above the lowest of the compared OMol25 structures with the same formula, charge and spin (kJ/mol) = 25.9
- molecular weight (g/mol) = 461.77

Geometry as ORCA input:
```
! RIJCOSX wB97M-V def2-TZVPD def2/J DEFGRID3
* xyz 0 1
C 1.53 1.25 1.46
C 0.22 1.76 1.72
C -0.45 0.85 2.60
H -0.16 2.74 1.51
C 0.41 -0.28 2.83
C 1.65 -0.05 2.18
H 2.54 -0.65 2.27
H 2.36 1.81 1.03
H -1.34 1.08 3.20
H 0.17 -1.06 3.56
Hf 0.14 -0.12 0.36
Br 1.07 0.58 -1.85
C 2.70 -1.95 -3.50
C 3.67 -2.41 -2.55
C 4.57 -1.31 -2.26
H 3.81 -3.43 -2.21
C 4.15 -0.19 -3.04
C 3.00 -0.58 -3.81
H 2.52 0.03 -4.57
H 1.97 -2.56 -4.00
H 5.49 -1.38 -1.68
H 4.69 0.75 -3.14
C -3.45 -0.26 -0.84
Si -2.53 0.31 0.75
C -3.22 2.06 1.00
C -3.47 -0.65 2.11
H -3.10 0.30 -1.70
H -4.53 -0.12 -0.76
H -3.26 -1.31 -1.03
H -4.31 2.12 0.99
H -2.92 2.53 1.94
H -2.89 2.74 0.22
H -4.56 -0.52 2.07
H -3.30 -1.73 2.03
H -3.18 -0.37 3.12
*
```

***

Record 2
This record from the Open Molecules 2025 dataset describes a structure of composition C13H19ClOPtSi at a distorted geometry. The level of theory is wB97M-V/def2-TZVPD.

- E_LUMO (alpha / beta) (Ha) = 0.181 / 0.180
- molecular weight (g/mol) = 449.91

Geometry as ORCA input:
```
! RIJCOSX wB97M-V def2-TZVPD def2/J DEFGRID3
* xyz -2 3
C 0.80 -1.73 0.14
C 0.95 -1.38 -1.25
C -0.42 -1.60 -1.85
H 1.83 -1.16 -1.82
C -1.24 -2.08 -0.81
C -0.50 -2.05 0.42
H -0.97 -2.25 1.41
H 1.67 -1.89 0.76
H -0.57 -1.68 -2.93
H -2.22 -2.52 -0.93
Pt -0.04 0.62 -1.38
Cl 1.94 1.93 -0.60
C 0.17 2.22 -2.91
C -1.05 1.64 -3.32
C -0.75 0.45 -4.01
H -2.03 2.11 -3.27
C 0.67 0.28 -4.01
C 1.22 1.39 -3.35
H 2.29 1.60 -3.30
H 0.28 3.19 -2.43
H -1.44 -0.14 -4.61
H 1.23 -0.46 -4.59
C -1.48 1.13 4.57
Si -0.37 0.23 3.20
C 1.32 1.15 3.66
C -0.13 -1.47 4.06
O -0.48 0.29 1.60
H -1.13 1.05 5.62
H -2.50 0.71 4.62
H -1.65 2.26 4.46
H 1.23 1.33 4.77
H 2.22 0.54 3.45
H 1.44 2.11 3.15
H -0.99 -2.08 3.80
H 0.74 -2.02 3.67
H -0.04 -1.63 5.13
*
```

***

Record 3
This record from the Open Molecules 2025 dataset describes a structure of composition C13H19HfN4S at a distorted geometry. The level of theory is wB97M-V/def2-TZVPD.

- E_LUMO (Ha) = -0.161
- molecular weight (g/mol) = 441.88

Geometry as ORCA input:
```
! RIJCOSX wB97M-V def2-TZVPD def2/J DEFGRID3
* xyz 1 1
Hf 0.60 -0.31 0.71
C -0.83 4.17 0.39
C -0.64 2.69 0.53
N 0.50 2.14 0.82
N 1.63 2.91 0.84
C 2.74 2.26 0.91
N 3.91 2.92 0.98
S 2.91 0.47 0.94
C -1.79 1.76 0.29
C -3.04 2.23 -0.08
C -4.11 1.37 -0.25
C -3.90 0.01 -0.16
C -2.63 -0.41 0.16
N -1.60 0.40 0.40
H 0.03 4.71 0.76
H -1.73 4.47 0.92
H -0.96 4.41 -0.67
H 3.92 3.92 0.92
H 4.75 2.43 0.79
H -3.14 3.29 -0.16
H -5.08 1.77 -0.49
H -4.72 -0.70 -0.29
H -2.39 -1.46 0.29
C 2.44 -2.58 -0.89
C 1.00 -2.78 -0.32
C 0.81 -4.31 -0.28
C -0.07 -2.26 -1.32
C 0.75 -2.25 1.13
H 2.62 -3.22 -1.74
H 3.15 -2.86 -0.11
H 2.62 -1.55 -1.18
H 0.86 -4.74 -1.28
H -0.14 -4.58 0.17
H 1.59 -4.77 0.32
H 0.15 -2.71 -2.31
H -0.08 -1.15 -1.48
H -1.07 -2.60 -1.05
H 0.93 -3.10 1.80
*
```

***

Record 4
This record from the Open Molecules 2025 dataset describes a structure of composition C13H19IN5O2Ru at a distorted geometry. The level of theory is wB97M-V/def2-TZVPD.

- E_LUMO (alpha / beta) (Ha) = 0.147 / 0.147
- molecular weight (g/mol) = 505.30

Geometry as ORCA input:
```
! RIJCOSX wB97M-V def2-TZVPD def2/J DEFGRID3
* xyz -2 6
C 2.00 -0.20 -3.40
I -2.15 0.42 -3.09
H 1.23 -0.44 -4.13
H 2.45 -1.19 -3.14
H 2.69 0.49 -3.89
C -1.15 3.62 1.15
C -2.40 3.29 0.77
N -2.27 2.21 -0.07
C -0.95 1.95 -0.37
N -0.27 2.76 0.52
H -0.86 4.40 1.83
H -3.35 3.67 1.05
C 1.62 -3.32 0.24
C 0.68 -1.65 -0.95
N 1.55 -1.96 0.07
H 0.48 -4.90 -0.78
N 0.17 -2.87 -1.32
H 2.24 -3.81 0.98
Ru -0.41 0.11 -1.23
C 1.32 0.50 -2.25
O 1.89 1.50 -1.76
C 0.77 -3.88 -0.62
C -0.80 -3.15 -2.37
H -1.05 -4.21 -2.27
H -0.35 -2.95 -3.36
H -1.68 -2.52 -2.22
C 2.37 -1.05 0.86
H 3.30 -1.58 1.13
H 1.83 -0.77 1.78
H 2.60 -0.15 0.28
C 1.15 2.78 0.81
H 1.43 3.83 1.01
H 1.70 2.40 -0.07
H 1.38 2.16 1.70
C -3.41 1.51 -0.59
H -3.43 0.49 -0.20
H -3.30 1.52 -1.70
H -4.32 2.08 -0.38
O -0.42 -0.22 2.56
C -0.91 -0.37 1.48
N -1.40 -0.50 0.38
*
```